Entry 1:
A single C5H5NO molecule. Source: the Open Molecules 2025 dataset; level of theory: wB97M-V/def2-TZVPD.

```
12
Properties=species:S:1:pos:R:3
O -1.59778 -1.58166 1.64148
H 1.61780 0.09832 0.80380
C 0.88150 0.80578 0.42191
C -1.02908 -0.85750 0.88032
C -0.53832 0.44225 0.71215
N 0.19896 -1.79553 -1.24012
H -1.28876 1.21648 0.57921
H 1.14079 1.82544 0.70732
H 0.18581 1.45266 -1.63032
C 0.53994 0.62286 -1.03115
H -0.64323 -1.57324 -0.37730
C 0.53235 -0.65587 -1.46731
```

The HOMO energy comes out at -8.514 eV. Its molar mass is 95.10 g mol⁻¹. For the gap between HOMO and LUMO, the calculation gives 0.31731 hartree. Its total charge is 0. The calculation puts the energy above the lowest of the compared OMol25 structures with the same formula, charge and spin at 101.1 kcal per mole. As for the SMILES: N=C=CCC=C=O.

=====

Entry 2:
A single C5H5NO molecule in a non-equilibrium geometry. Source: the Open Molecules 2025 dataset; level of theory: wB97M-V/def2-TZVPD.

```
12
Properties=species:S:1:pos:R:3
H -2.09990 0.02573 -0.48458
H 2.97121 -0.68162 1.28437
C 2.11293 -0.30114 0.77946
H -0.32078 1.64709 -0.02942
C -1.12279 -0.35134 -0.18445
C -1.26534 -0.67916 1.25081
C -0.04392 0.67138 -0.46675
H 0.99418 0.97477 -2.08441
H -0.95716 -1.30647 -0.70049
O 0.07742 0.77054 -1.87232
C 1.20701 0.22541 0.18451
N -1.55285 -0.99519 2.32329
```

The HOMO energy comes out at -10.733 eV. Its molar mass is 95.10 g mol⁻¹. For the gap between HOMO and LUMO, the calculation gives 0.41780 hartree. Its total charge is 0. The calculation puts the energy above the lowest of the compared OMol25 structures with the same formula, charge and spin at 55.9 kcal per mole. As for the SMILES: C#C[C@@H](O)CC#N.

=====

Entry 3:
A single C5H5NO molecule in a non-equilibrium geometry. Source: the Open Molecules 2025 dataset; level of theory: wB97M-V/def2-TZVPD.

```
12
Properties=species:S:1:pos:R:3
C 0.69643 0.95488 -0.24698
H 0.39070 1.68193 -1.00103
C 0.58217 -1.66111 -0.22091
H 0.11213 -2.55780 0.15574
H 1.61342 -1.73634 -0.52871
C -1.42695 -0.18974 0.04491
H 2.10094 0.44901 0.95918
C -1.55466 1.12306 0.28363
H -2.18935 -0.91911 0.27684
N 1.80825 1.18125 0.30968
O -2.04953 2.18378 0.25504
C -0.08356 -0.50981 -0.28737
```

The HOMO energy comes out at -8.608 eV. Its molar mass is 95.10 g mol⁻¹. For the gap between HOMO and LUMO, the calculation gives 0.30339 hartree. Its total charge is 0. The calculation puts the energy above the lowest of the compared OMol25 structures with the same formula, charge and spin at 73.0 kcal per mole. As for the SMILES: [H]/N=C\C(=C)C=C=O.

=====

Entry 4:
A single C5H5NO molecule in a non-equilibrium geometry. Source: the Open Molecules 2025 dataset; level of theory: wB97M-V/def2-TZVPD.

```
12
Properties=species:S:1:pos:R:3
C 0.85356 0.35660 0.30769
H -0.38789 -0.02535 2.17723
O -1.28967 -1.70819 1.33988
C -0.66060 0.40452 0.18940
H 1.21791 -0.66579 0.40636
C -0.91111 -0.57412 1.28147
H -1.04314 1.38886 0.46412
H 1.11576 0.93746 1.21108
C 0.35070 -0.60212 -2.00248
C 0.19157 0.49223 -1.05446
H 0.10567 1.45720 -1.54971
N 0.45724 -1.46131 -2.77057
```

The HOMO energy comes out at -10.307 eV. Its molar mass is 95.10 g mol⁻¹. For the gap between HOMO and LUMO, the calculation gives 0.39646 hartree. Its total charge is 0. The calculation puts the energy above the lowest of the compared OMol25 structures with the same formula, charge and spin at 77.8 kcal per mole. As for the SMILES: N#C[C@@H]1C[C@@H]1C=O.

=====

Entry 5:
A single C5H5NO molecule in a non-equilibrium geometry. Source: the Open Molecules 2025 dataset; level of theory: wB97M-V/def2-TZVPD.

```
12
Properties=species:S:1:pos:R:3
O -2.71218 -0.75934 0.04080
H -0.00249 -0.05729 1.81412
C 1.29470 0.73532 -0.49446
C 1.83765 -0.33143 -1.34976
H 1.85743 0.76611 0.44445
C -0.62262 -0.03931 0.91829
H -2.30139 -0.97033 2.00586
C -0.15142 0.39095 -0.25106
C -1.98869 -0.61831 1.00149
N 2.18229 -1.21186 -2.01577
H 1.42128 1.70043 -0.99844
H -0.81456 0.39504 -1.11553
```

The HOMO energy comes out at -10.342 eV. Its molar mass is 95.10 g mol⁻¹. For the gap between HOMO and LUMO, the calculation gives 0.36899 hartree. Its total charge is 0. The calculation puts the energy above the lowest of the compared OMol25 structures with the same formula, charge and spin at 29.2 kcal per mole. As for the SMILES: N#CC/C=C/C=O.

=====

Entry 6:
A single C5H5NO molecule in a non-equilibrium geometry. Source: the Open Molecules 2025 dataset; level of theory: wB97M-V/def2-TZVPD.

```
12
Properties=species:S:1:pos:R:3
H 1.65793 -1.00958 0.89801
C -0.16464 0.09380 0.51965
C -1.35720 1.42005 -1.43675
H 0.23679 -2.00342 0.51497
H 0.46706 -1.21298 -1.64211
O 1.22880 -1.07038 -1.06357
C -0.50978 0.41366 1.86581
H -1.25573 2.27208 -2.08563
C -0.65327 0.84184 -0.56421
C 0.77153 -1.07481 0.26236
H 0.50342 1.06233 -0.56965
N -0.72980 0.63730 2.98478
```

The HOMO energy (alpha / beta) comes out at -8.778 / -8.351 eV. Its molar mass is 95.10 g mol⁻¹. For the gap between HOMO and LUMO (alpha / beta), the calculation gives 0.28897 / 0.27412 hartree. Its total charge is 0. The calculation puts the energy above the lowest of the compared OMol25 structures with the same formula, charge and spin at 133.5 kcal per mole.